1) ORCA calculation (ωB97M-V/def2-TZVPD) on the molecule C18H21NO4.

XYZ file:
```
44
Properties=species:S:1:pos:R:3:lowdin_charge:R:1
C -0.20 -0.58 3.90 -0.017
C -0.54 0.12 2.60 -0.243
H -0.75 1.19 2.76 0.155
C -1.76 -0.54 1.92 -0.430
O -2.18 -1.62 2.27 0.076
N -2.28 0.22 0.94 0.127
H -1.79 1.08 0.71 0.113
C -3.38 -0.17 0.08 -0.295
H -3.56 0.67 -0.60 0.157
C -4.67 -0.50 0.84 -0.144
C -5.52 -1.25 -0.20 -0.179
H -6.22 -0.57 -0.68 0.102
C -4.53 -1.83 -1.23 -0.182
H -4.63 -2.91 -1.33 0.103
H -4.70 -1.38 -2.21 0.103
C -3.14 -1.45 -0.72 -0.145
H -2.42 -1.30 -1.53 0.112
H -2.75 -2.21 -0.04 0.110
H -6.11 -2.04 0.28 0.103
H -4.42 -1.16 1.67 0.106
H -5.17 0.39 1.22 0.112
O 0.60 0.01 1.74 0.049
C 0.78 0.95 0.80 -0.433
O 0.00 1.86 0.59 0.087
C 2.02 0.74 0.04 -0.086
C 2.36 1.59 -0.95 0.067
C 3.59 1.40 -1.67 -0.144
C 3.94 2.15 -2.79 -0.028
C 5.16 1.97 -3.41 -0.091
C 6.06 1.05 -2.89 -0.075
C 5.74 0.30 -1.78 0.002
C 4.50 0.45 -1.17 -0.211
O 4.24 -0.29 -0.07 0.003
C 2.88 -0.45 0.34 -0.101
H 2.46 -1.34 -0.16 0.146
H 2.92 -0.65 1.41 0.136
H 6.43 -0.42 -1.36 0.119
H 7.03 0.92 -3.36 0.105
H 5.42 2.55 -4.28 0.100
H 3.23 2.87 -3.17 0.115
H 1.73 2.44 -1.18 0.134
H 0.72 -0.17 4.33 0.085
H -1.01 -0.45 4.61 0.092
H -0.06 -1.64 3.71 0.087
```

SMILES = C[C@@H](OC(=O)C1=Cc2ccccc2OC1)C(=O)NC1CCCC1
orbital gap = 8.2 eV
2S+1 = 1

2) ORCA calculation (ωB97M-V/def2-TZVPD) on the molecule C18H21NO4.

XYZ file:
```
44
Properties=species:S:1:pos:R:3:lowdin_charge:R:1
C -4.78 -1.17 -0.70 -0.081
H -4.35 -1.42 -1.67 0.098
O -3.90 -0.41 0.08 -0.086
C -2.68 -0.92 0.39 -0.225
C -2.27 -2.21 0.06 -0.027
C -1.01 -2.66 0.43 -0.089
C -0.15 -1.84 1.13 -0.087
C -0.55 -0.56 1.45 -0.034
C -1.80 -0.08 1.09 -0.120
C -2.20 1.35 1.38 -0.106
N -1.16 2.28 0.98 0.072
C -1.08 2.73 -0.30 -0.503
O -1.99 2.71 -1.09 0.079
C 0.32 3.26 -0.63 -0.052
C 1.28 2.12 -0.44 -0.249
C 2.30 2.17 0.50 -0.055
C 3.11 1.06 0.71 -0.015
C 2.90 -0.12 0.02 -0.210
C 1.86 -0.17 -0.94 -0.204
C 1.08 0.94 -1.15 0.036
H 0.27 0.92 -1.87 0.124
O 1.71 -1.37 -1.58 -0.063
C 0.66 -1.50 -2.50 -0.074
H 0.71 -2.53 -2.85 0.098
H 0.78 -0.82 -3.35 0.099
H -0.31 -1.33 -2.02 0.085
O 3.62 -1.26 0.17 -0.070
C 4.69 -1.26 1.09 -0.086
H 5.45 -0.52 0.82 0.097
H 5.12 -2.26 1.04 0.094
H 4.34 -1.07 2.11 0.095
H 3.90 1.13 1.44 0.104
H 2.48 3.07 1.06 0.111
H 0.31 3.60 -1.67 0.127
H 0.57 4.10 0.02 0.122
H -0.30 2.23 1.50 0.124
H -2.40 1.49 2.45 0.132
H -3.10 1.60 0.81 0.119
H 0.12 0.09 2.00 0.115
H 0.83 -2.19 1.41 0.107
H -0.71 -3.66 0.16 0.109
H -2.92 -2.87 -0.49 0.102
H -5.09 -2.09 -0.19 0.095
H -5.66 -0.54 -0.85 0.095
```

SMILES = COc1ccccc1CNC(=O)Cc1ccc(OC)c(OC)c1
orbital gap = 8.8 eV
2S+1 = 1

Name the most stable of them. 1).

1) ORCA calculation (ωB97M-V/def2-TZVPD) on a structure of composition C51H68CaNO4P3.

XYZ file:
```
128
Properties=species:S:1:pos:R:3:lowdin_charge:R:1
Ca 13.98 13.78 11.20 1.019
C 16.46 10.01 11.82 -0.266
N 17.66 10.85 11.72 -0.187
C 17.76 11.89 10.72 -0.276
P 16.83 13.46 11.20 0.985
C 17.63 14.73 10.21 -0.395
C 17.77 16.05 10.67 -0.146
C 18.35 17.02 9.84 -0.040
C 18.78 16.71 8.55 -0.040
C 18.54 15.42 8.05 -0.049
C 17.93 14.46 8.85 -0.111
C 17.38 13.78 12.87 -0.379
C 16.62 13.28 13.95 -0.093
C 17.07 13.44 15.26 -0.064
C 18.30 14.02 15.50 -0.041
C 19.07 14.52 14.44 -0.039
C 18.61 14.42 13.13 -0.101
C 18.78 10.44 12.40 -0.238
C 18.91 9.11 12.83 -0.035
C 20.05 8.67 13.45 -0.074
C 21.13 9.53 13.69 -0.075
C 21.01 10.85 13.27 -0.072
C 19.89 11.30 12.60 -0.034
P 14.80 10.64 11.17 1.011
C 13.81 9.30 11.87 -0.389
C 13.70 9.16 13.27 -0.108
C 12.78 8.27 13.84 -0.062
C 12.00 7.46 13.01 -0.048
C 12.19 7.51 11.62 -0.047
C 13.03 8.46 11.05 -0.095
C 14.89 10.38 9.41 -0.400
C 14.58 11.42 8.49 -0.115
C 14.55 11.17 7.13 -0.065
C 14.92 9.92 6.64 -0.048
C 15.30 8.90 7.51 -0.041
C 15.27 9.13 8.89 -0.091
H 16.34 9.77 12.88 0.091
H 16.73 9.05 11.34 0.095
H 17.39 11.48 9.76 0.093
H 18.82 12.12 10.57 0.101
H 17.53 16.34 11.69 0.109
H 18.49 18.02 10.23 0.115
H 19.25 17.47 7.92 0.119
H 18.83 15.19 7.02 0.119
H 17.70 13.47 8.43 0.110
H 15.70 12.71 13.79 0.073
H 16.45 13.08 16.06 0.107
H 18.69 14.06 16.50 0.110
H 20.03 14.99 14.63 0.117
H 19.17 14.87 12.32 0.103
H 18.10 8.41 12.67 0.095
H 20.11 7.64 13.76 0.109
H 22.01 9.16 14.19 0.105
H 21.83 11.54 13.45 0.108
H 19.83 12.33 12.32 0.078
H 14.35 9.71 13.94 0.100
H 12.64 8.25 14.91 0.112
H 11.27 6.78 13.42 0.111
H 11.65 6.83 10.97 0.115
H 13.12 8.51 9.96 0.103
H 14.43 12.45 8.84 0.049
H 14.27 11.96 6.44 0.110
H 14.94 9.72 5.57 0.117
H 15.61 7.93 7.13 0.119
H 15.50 8.31 9.57 0.115
O 13.20 12.64 13.45 -0.141
H 12.83 11.73 13.33 0.045
H 13.22 12.77 14.42 0.085
O 14.65 14.71 8.67 -0.125
H 14.26 14.87 7.78 0.090
H 15.64 14.75 8.56 0.047
O 14.88 16.19 11.40 -0.160
H 15.85 16.25 11.11 0.026
H 14.57 17.12 11.39 0.059
O 11.54 11.11 10.83 0.126
C 12.41 11.88 10.84 -0.152
C 11.06 19.49 9.22 -0.191
C 11.25 19.53 10.74 -0.185
C 11.78 18.21 11.28 -0.201
C 11.23 17.01 10.46 -0.414
C 11.80 17.04 9.03 -0.212
C 11.99 18.48 8.52 -0.191
P 11.49 15.34 11.26 1.059
C 10.20 14.20 10.52 -0.434
C 8.78 14.78 10.48 -0.193
C 8.24 14.89 9.05 -0.187
C 8.29 13.56 8.26 -0.186
C 9.55 12.75 8.54 -0.183
C 10.64 13.63 9.16 -0.238
C 11.09 15.42 13.08 -0.447
C 12.31 15.80 13.98 -0.217
C 12.06 15.50 15.46 -0.188
C 10.59 15.61 15.85 -0.191
C 9.83 16.58 14.93 -0.181
C 9.82 16.14 13.46 -0.209
H 11.26 20.48 8.79 0.114
H 10.02 19.25 8.95 0.121
H 10.31 19.81 11.24 0.120
H 11.96 20.36 11.00 0.125
H 11.48 18.11 12.33 0.087
H 12.89 18.20 11.27 0.101
H 10.14 17.17 10.38 0.112
H 11.11 16.53 8.34 0.095
H 12.78 16.51 8.97 0.085
H 11.82 18.49 7.45 0.112
H 13.04 18.81 8.67 0.116
H 10.19 13.35 11.22 0.094
H 8.76 15.79 10.93 0.087
H 8.12 14.12 11.08 0.129
H 8.83 15.64 8.49 0.108
H 7.20 15.24 9.08 0.120
H 8.24 13.80 7.18 0.119
H 7.39 12.97 8.46 0.115
H 9.91 12.29 7.61 0.117
H 9.33 11.90 9.20 0.111
H 10.86 14.43 8.45 0.102
H 11.58 13.06 9.26 0.046
H 10.93 14.35 13.33 0.107
H 12.55 16.87 13.83 0.110
H 13.20 15.25 13.64 0.067
H 12.71 16.16 16.06 0.122
H 12.41 14.48 15.73 0.098
H 10.48 15.94 16.88 0.116
H 10.09 14.64 15.79 0.115
H 10.30 17.57 15.00 0.120
H 8.81 16.69 15.30 0.117
H 9.64 17.03 12.81 0.105
H 8.96 15.47 13.28 0.117
```

total charge = +2
orbital gap = 6.7 eV
2S+1 = 1

2) ORCA calculation (ωB97M-V/def2-TZVPD) on a structure of composition C51H68CaNO4P3.

XYZ file:
```
128
Properties=species:S:1:pos:R:3:lowdin_charge:R:1
Ca -22.26 10.37 -4.44 1.159
C -22.00 8.36 -10.13 -0.262
N -23.04 9.35 -10.08 -0.212
C -24.13 9.16 -9.12 -0.276
P -24.12 10.15 -7.49 1.071
C -25.65 9.55 -6.71 -0.412
C -25.95 8.17 -6.89 -0.085
C -26.55 7.51 -5.84 -0.119
C -27.18 8.18 -4.86 -0.089
C -27.11 9.60 -4.77 -0.044
C -26.34 10.29 -5.71 -0.087
C -24.62 11.76 -8.20 -0.413
C -23.76 12.82 -8.27 -0.167
C -24.10 14.06 -8.71 -0.043
C -25.45 14.29 -9.05 -0.050
C -26.26 13.22 -9.12 -0.082
C -25.87 11.95 -8.74 -0.083
C -22.85 10.49 -10.87 -0.273
C -21.67 11.21 -10.91 -0.034
C -21.60 12.29 -11.74 -0.084
C -22.61 12.69 -12.58 -0.083
C -23.79 12.01 -12.51 -0.076
C -23.89 10.87 -11.73 -0.014
P -20.70 8.72 -8.79 1.094
C -20.31 7.05 -8.14 -0.396
C -18.97 6.61 -8.15 -0.088
C -18.61 5.36 -7.67 -0.027
C -19.65 4.54 -7.17 -0.083
C -20.90 5.01 -7.04 -0.096
C -21.25 6.32 -7.47 -0.122
C -19.25 8.87 -9.86 -0.420
C -18.32 9.89 -9.56 -0.139
C -17.47 10.33 -10.52 -0.115
C -17.17 9.61 -11.64 -0.071
C -17.76 8.34 -11.74 -0.068
C -18.89 7.99 -10.97 -0.063
H -21.55 8.28 -11.12 0.103
H -22.41 7.34 -9.86 0.105
H -24.18 8.09 -8.92 0.062
H -25.10 9.47 -9.58 0.102
H -25.64 7.63 -7.79 0.102
H -26.55 6.45 -5.84 0.115
H -27.64 7.54 -4.13 0.115
H -27.74 10.12 -4.08 0.107
H -26.24 11.38 -5.81 0.111
H -22.75 12.66 -7.94 0.083
H -23.43 14.92 -8.68 0.119
H -25.90 15.25 -9.21 0.115
H -27.25 13.30 -9.52 0.113
H -26.60 11.11 -8.82 0.127
H -20.87 11.00 -10.24 0.069
H -20.73 12.95 -11.68 0.111
H -22.39 13.57 -13.18 0.117
H -24.67 12.36 -13.05 0.112
H -24.85 10.28 -11.75 0.137
H -18.23 7.35 -8.38 0.096
H -17.63 5.02 -7.55 0.095
H -19.31 3.60 -6.77 0.115
H -21.64 4.47 -6.46 0.105
H -22.31 6.68 -7.49 0.104
H -18.42 10.38 -8.59 0.097
H -17.05 11.37 -10.40 0.133
H -16.49 10.01 -12.43 0.130
H -17.43 7.60 -12.49 0.117
H -19.22 6.93 -10.96 0.123
O -21.27 8.05 -4.18 -0.131
H -21.93 7.40 -3.82 0.086
H -20.62 7.57 -4.71 0.064
O -24.02 8.57 -3.96 -0.106
H -24.71 8.11 -3.45 0.099
H -24.31 8.45 -4.86 0.000
O -21.00 10.84 -6.35 -0.276
H -21.00 10.13 -7.04 -0.071
H -20.85 11.71 -6.81 0.089
O -23.28 13.51 -5.30 0.135
C -23.15 12.42 -4.90 -0.048
C -16.54 9.14 -1.36 -0.187
C -17.88 8.60 -0.70 -0.145
C -19.09 9.22 -1.48 -0.196
C -18.91 10.76 -1.84 -0.442
C -17.81 10.82 -2.88 -0.205
C -16.73 9.63 -2.79 -0.182
P -20.52 11.59 -2.31 1.057
C -20.18 13.46 -2.45 -0.419
C -19.67 14.22 -1.20 -0.184
C -18.82 15.47 -1.59 -0.185
C -19.26 16.19 -2.85 -0.198
C -19.28 15.29 -4.05 -0.197
C -19.27 13.81 -3.66 -0.210
C -21.55 11.53 -0.74 -0.432
C -22.82 10.69 -1.08 -0.264
C -23.77 10.68 0.10 -0.202
C -23.11 10.06 1.35 -0.174
C -21.56 10.18 1.39 -0.188
C -20.87 11.25 0.59 -0.209
H -15.77 8.37 -1.31 0.110
H -16.26 9.99 -0.69 0.120
H -17.95 8.83 0.38 0.109
H -17.91 7.53 -0.82 0.100
H -20.03 8.96 -1.04 0.072
H -19.25 8.69 -2.43 0.092
H -18.61 11.24 -0.93 0.085
H -17.12 11.68 -2.73 0.102
H -18.15 10.89 -3.94 0.110
H -15.82 10.21 -3.11 0.121
H -16.93 8.80 -3.43 0.096
H -21.25 13.76 -2.66 0.105
H -19.07 13.57 -0.51 0.118
H -20.51 14.55 -0.60 0.104
H -17.78 15.05 -1.64 0.125
H -18.83 16.21 -0.82 0.105
H -18.53 17.06 -3.05 0.144
H -20.19 16.66 -2.66 0.099
H -18.38 15.47 -4.64 0.122
H -20.09 15.44 -4.70 0.088
H -18.27 13.44 -3.46 0.100
H -19.79 13.28 -4.46 0.077
H -21.97 12.52 -0.67 0.094
H -22.54 9.67 -1.38 0.101
H -23.31 11.21 -1.97 0.094
H -24.68 10.08 -0.19 0.120
H -24.16 11.71 0.26 0.127
H -23.40 8.97 1.41 0.126
H -23.48 10.49 2.29 0.113
H -21.18 9.16 1.12 0.116
H -21.25 10.46 2.42 0.121
H -19.78 11.15 0.49 0.092
H -20.90 12.21 1.16 0.128
```

total charge = +2
orbital gap = 6.0 eV
2S+1 = 1

Name the most stable of them. 1).

1) ORCA calculation (ωB97M-V/def2-TZVPD) on a cluster of 2 separate species, CH5BS2 in total.

XYZ file:
```
9
Properties=species:S:1:pos:R:3:lowdin_charge:R:1
B 0.17 0.19 -0.19 -0.642
C 1.00 -1.15 0.04 -0.118
S -2.58 0.23 -0.19 0.270
S 0.80 1.81 -0.06 0.783
H 1.53 -1.22 -0.95 0.087
H 0.42 -1.99 0.38 0.056
H 1.67 -0.82 0.81 0.041
H -2.80 0.63 0.98 -0.379
H -0.22 2.32 -0.84 -0.098
```

orbital gap = 7.9 eV
2S+1 = 1

2) ORCA calculation (ωB97M-V/def2-TZVPD) on the molecule CH5BS2.

XYZ file:
```
9
Properties=species:S:1:pos:R:3:lowdin_charge:R:1
B 0.31 -0.18 0.08 -0.999
C -1.41 0.77 0.36 -0.076
S 0.36 -2.02 0.08 0.679
S 1.70 0.85 -0.40 0.761
H -1.88 0.94 1.33 0.025
H -1.98 0.15 -0.24 -0.034
H -1.23 1.67 -0.24 0.016
H 1.73 -2.17 -0.02 -0.135
H 2.39 -0.02 -0.95 -0.238
```

SMILES = CB(S)S
orbital gap = 10.0 eV
2S+1 = 1

3) ORCA calculation (ωB97M-V/def2-TZVPD) on a cluster of 2 separate species, CH5BS2 in total.

XYZ file:
```
9
Properties=species:S:1:pos:R:3:lowdin_charge:R:1
B -0.70 0.15 0.17 -1.023
C 1.89 -0.42 -0.89 0.029
S -0.84 1.59 1.19 0.697
S -2.05 -0.97 -0.08 0.705
H 1.81 -1.32 -1.47 -0.032
H 2.49 -0.51 0.08 0.007
H 2.05 0.53 -1.36 -0.049
H -1.87 0.98 1.80 -0.165
H -2.77 -0.04 0.57 -0.169
```

orbital gap (spin up / spin down) = 8.3 / 8.1 eV
2S+1 = 1

Name the most stable of them. 2).